No. 1
# C4H26NO8S

9 unconnected molecules or ions with the total composition C4H26NO8S at a distorted geometry (ωB97M-V/def2-TZVPD, OMol25).

Computed properties:
LUMO level: 2.8 eV
net charge: -1
gap between HOMO and LUMO: 6.721 eV
electronic energy: -33276.756 eV
multiplicity: 1

Last column: Löwdin charge in e.
Atoms and positions in Å:
C -0.11360 1.82135 -0.22110  -0.285
C 0.54926 1.90074 -1.59341  -0.675
S 2.18247 1.00707 -1.75337  0.282
C -1.60700 1.50876 -0.17280  -0.188
N -2.16658 0.09902 -0.37585  -0.126
C -1.19088 -0.73414 -1.13390  -0.115
H 0.48505 1.16894 0.37755  0.038
H -0.04841 2.79040 0.28971  0.107
H 0.74000 2.94919 -1.83793  0.034
H -0.04383 1.53725 -2.42307  0.017
H -1.98815 1.83847 0.80170  0.115
H -2.21636 2.04433 -0.88751  0.081
H -2.22792 -0.43620 0.47202  0.095
H -0.99380 -0.37007 -2.12950  0.064
H -1.63207 -1.72886 -1.24562  0.079
H -0.26211 -0.78417 -0.57465  0.062
H 3.68736 -3.40595 0.05308  0.049
H 3.40672 -2.00533 0.33716  0.028
O 3.53790 -2.82626 0.80328  -0.050
H 1.30620 -2.31498 -2.04504  -0.018
H 2.23190 -1.48504 -1.34978  -0.065
O 2.20177 -2.36601 -1.80116  -0.107
H -0.22968 0.74488 3.51921  -0.006
H 0.00780 2.04625 4.35318  0.023
O -0.63769 1.33174 4.21575  -0.116
H -3.77799 0.55387 -0.91845  0.003
H -4.76741 0.64805 -2.04881  0.046
O -4.49703 1.18264 -1.25149  -0.148
H -3.14506 0.53371 -3.45220  0.030
H -3.10581 1.80871 -2.75216  -0.022
O -3.22313 1.48115 -3.62718  -0.058
H 3.01161 0.98533 0.76231  -0.008
H 2.35520 1.81181 1.76778  0.029
O 2.82785 0.98789 1.74715  -0.103
H 0.71392 -1.31902 2.70405  0.039
H 1.63257 -0.14063 2.32654  0.001
O 0.71859 -0.38565 2.53384  -0.059
H 1.82234 -4.81456 1.85720  0.007
H 2.63462 -3.57510 2.20223  0.016
O 1.82139 -4.08957 2.47123  -0.097

No. 2
# C4H26O10S2

10 unconnected molecules or ions with the total composition C4H26O10S2 (ωB97M-V/def2-TZVPD, OMol25).

Computed properties:
LUMO level: 0.2 eV
gap between HOMO and LUMO: 9.766 eV
structure (SMILES): CSSCCC=O.O.O.O.O.O.O.O.O.O
electronic energy: -46717.014 eV
multiplicity: 1

Last column: Löwdin charge in e.
Atoms and positions in Å:
C 2.19188 0.00665 0.08565  -0.210
C 2.19744 0.74163 -1.21930  -0.240
O 1.68077 0.33761 -2.23721  0.040
C 1.40671 0.79646 1.14164  -0.485
S -0.36471 0.87078 0.71547  0.518
S -1.43657 0.48462 2.36827  0.456
C -1.56957 -1.30178 2.50553  -0.454
H 1.80289 -1.00379 -0.01416  0.092
H 3.22025 -0.12659 0.44099  0.132
H 2.68753 1.73191 -1.20892  0.138
H 1.77297 1.82126 1.19666  0.043
H 1.55658 0.34080 2.11741  0.086
H -0.60241 -1.79847 2.56893  0.035
H -2.13208 -1.74957 1.69125  0.032
H -2.10524 -1.49493 3.43578  0.033
H 0.88231 4.00202 2.84187  0.020
H 2.24498 4.64672 2.50083  0.064
O 1.68474 3.89524 2.27462  -0.080
H -1.38023 3.57412 3.61214  0.047
H -0.98987 4.43979 2.39290  0.031
O -0.80407 4.30149 3.34570  -0.065
H -1.29121 -2.13772 -3.33761  0.026
H -0.09438 -3.06224 -2.99023  0.016
O -1.07157 -3.06467 -3.09271  -0.087
H -1.47604 -3.55650 -1.57349  0.012
H -1.77585 -4.93514 -0.87683  0.060
O -1.52553 -4.02231 -0.68713  -0.091
H -0.59877 3.69056 0.03097  0.009
H 0.53690 4.32239 0.87871  0.008
O -0.35394 4.49002 0.51052  -0.078
H 1.61906 -1.72266 -2.44579  0.005
H 1.40271 -3.01300 -1.56723  0.006
O 1.57060 -2.67957 -2.47554  -0.062
H -2.21215 1.50291 -0.92307  -0.019
H -3.29827 0.44519 -1.16270  0.065
O -2.74068 1.08560 -1.61800  -0.060
H 0.05115 -3.68622 -0.12855  0.010
H 1.41531 -4.36515 0.28591  0.055
O 1.00676 -3.52317 0.08396  -0.078
H -1.73126 0.16441 -2.82047  0.014
H -0.23051 -0.13131 -3.20204  0.018
O -1.14662 -0.31740 -3.44474  -0.062

No. 3
# C4H27N2O10

9 unconnected molecules or ions with the total composition C4H27N2O10 at a distorted geometry (ωB97M-V/def2-TZVPD, OMol25).

Computed properties:
LUMO level: -2.6 eV
net charge: +1
gap between HOMO and LUMO: 10.866 eV
electronic energy: -28033.420 eV
multiplicity: 1

Last column: Löwdin charge in e.
Atoms and positions in Å:
N 0.24950 0.51893 -1.63170  0.160
C 1.38324 -0.15731 -0.84635  -0.110
C 0.53821 -0.78813 0.38665  -0.112
C 1.23096 -0.55575 1.79638  -0.230
O 0.16305 0.07775 2.47899  -0.137
C 2.03033 -1.26225 -1.85299  -0.434
N 3.17153 -1.91942 -1.38679  0.214
O 1.65958 -1.36471 -2.98037  0.096
H 0.48785 1.21930 -2.29912  0.115
H -0.44029 0.92107 -0.97664  0.077
H -0.50392 -0.09754 -2.12606  0.190
H 2.15130 0.62232 -0.63389  0.141
H 0.58749 -1.90909 0.23299  0.108
H -0.58547 -0.63816 0.52868  0.135
H 1.97229 0.37663 1.70990  0.144
H 1.50882 -1.56146 2.28120  0.138
H 0.47766 -0.10310 3.39957  0.125
H 3.45674 -2.16746 -0.51734  0.070
H 3.65660 -2.34079 -2.08294  0.072
H -1.83892 -3.22654 -3.15386  -0.002
H -0.47774 -2.47441 -3.08329  0.003
O -1.20174 -2.86768 -2.61134  -0.012
H -2.88849 0.68158 -0.04530  0.086
H -3.43349 0.33054 -1.53977  0.085
O -2.71832 0.89429 -1.10456  -0.149
H 0.02856 1.94839 1.58150  0.070
H -1.26067 2.00873 0.59790  0.013
O -0.30309 1.95213 0.64674  -0.071
H 2.26483 3.70621 2.12258  0.025
H 1.29809 3.02879 1.13297  -0.017
O 2.18139 3.06820 1.46533  -0.001
H 2.02652 2.91068 -0.92542  -0.008
H 2.71255 3.07141 -2.33666  0.105
O 1.87029 2.82440 -1.85196  -0.046
H -4.34479 -0.82954 2.78146  0.004
H -3.77328 0.22412 1.89761  -0.005
O -3.90566 -0.03005 2.81750  -0.024
H -1.52186 -4.00947 1.86326  0.029
H -0.11348 -3.43082 2.00456  0.043
O -1.06190 -3.25225 2.20727  -0.056
H -2.78890 1.88019 2.23816  0.145
H -3.39328 2.55250 0.96273  0.164
O -2.97215 1.65917 1.25897  -0.146

No. 4
# C4H27N2O10S

10 unconnected molecules or ions with the total composition C4H27N2O10S at a distorted geometry (ωB97M-V/def2-TZVPD, OMol25).

Computed properties:
LUMO level: 2.8 eV
net charge: -1
gap between HOMO and LUMO: 7.009 eV
electronic energy: -38879.011 eV
multiplicity: 1

Last column: Löwdin charge in e.
Atoms and positions in Å:
O 1.44232 -2.38071 -0.35582  -0.075
C 0.84272 -3.01772 -1.21043  -0.422
N -0.52661 -3.16771 -1.21524  0.012
C -1.28928 -1.93261 -1.08523  -0.352
C -1.19612 -1.09319 -2.43453  -0.584
S 0.37374 -1.36802 -3.34090  0.377
C -0.94793 -1.11545 0.14692  -0.233
N -2.11044 -0.41496 0.66962  0.009
H 1.31147 -3.66411 -1.96012  0.104
H -0.82388 -3.92585 -1.80897  0.123
H -2.32814 -2.22750 -1.08443  0.119
H -1.36970 -0.03945 -2.20559  0.027
H -1.99963 -1.49870 -3.04554  0.032
H -0.20408 -0.35152 -0.09089  0.092
H -0.36551 -1.70890 0.85385  0.105
H -1.84567 0.09579 1.51579  0.052
H -2.92607 -0.98132 0.86333  0.082
H -3.10883 2.29196 0.16316  0.012
H -2.81395 0.96653 -0.48311  -0.016
O -3.37122 1.76457 -0.59260  -0.098
H 1.65354 1.28259 -1.23695  0.034
H 1.69665 -0.24511 -1.41070  -0.028
O 1.68661 0.45829 -0.75290  -0.079
H 1.68824 0.61489 1.21984  -0.006
H 1.81185 -0.25399 2.52124  -0.003
O 1.77226 0.66345 2.18636  -0.094
H 3.40528 -1.18701 0.02358  0.003
H 3.97559 -0.43206 1.15584  0.039
O 4.20320 -1.18889 0.57716  -0.081
H -0.78469 3.58619 -0.99326  0.030
H 0.67335 3.79651 -0.41918  0.058
O -0.26332 3.81320 -0.21861  -0.041
H 0.32345 3.17395 2.65787  0.020
H -0.63357 3.48634 1.42327  -0.011
O -0.58006 3.35092 2.39618  -0.093
H -0.20150 0.72010 3.62179  0.020
H -1.74229 1.48441 3.45450  0.030
O -1.09616 0.79922 3.31179  -0.068
H 2.94486 -2.34652 2.14499  0.046
H 1.80827 -2.10145 1.24086  -0.008
O 2.06491 -1.95225 2.17413  -0.088
H -1.14882 2.28129 -2.61776  0.021
H 0.20954 1.57237 -3.02810  0.001
O -0.21038 2.39244 -2.73119  -0.068

No. 5
# C4H27N2O11

10 unconnected molecules or ions with the total composition C4H27N2O11 at a distorted geometry (ωB97M-V/def2-TZVPD, OMol25).

Computed properties:
LUMO level: 2.6 eV
net charge: -1
gap between HOMO and LUMO: 8.786 eV
electronic energy: -30088.611 eV
multiplicity: 1

Last column: Löwdin charge in e.
Atoms and positions in Å:
C -1.27055 -1.46515 2.72134  -0.187
O 0.03002 -1.97698 3.16014  -0.125
C -1.45862 -1.46111 1.17013  -0.320
C -1.04580 -2.82750 0.66307  -0.109
C -1.40170 -3.00886 -0.73202  -0.540
N -0.43012 -3.12891 -1.72121  0.146
O -2.58604 -3.16293 -1.06745  -0.022
N -0.79444 -0.25128 0.50377  0.023
H -1.35969 -0.61663 3.34587  0.088
H -1.96641 -2.31475 3.08473  0.129
H -2.46443 -1.22780 0.84123  0.127
H -1.39791 -3.54434 1.37755  0.122
H 0.07301 -3.02213 0.75436  0.137
H -0.75981 -3.11897 -2.63615  0.065
H 0.53664 -2.78248 -1.26527  0.081
H 0.25455 -0.56536 0.19893  0.092
H -0.69717 0.54068 1.21134  0.098
H -2.98872 -1.45062 -2.10075  0.048
H -2.98739 0.14031 -2.57947  -0.008
O -3.51754 -0.63734 -2.45645  -0.108
H -0.82883 2.45303 -1.11312  -0.039
H -1.66434 1.45278 -0.42010  0.001
O -1.57161 2.38213 -0.56075  -0.036
H 1.86893 -0.98415 -1.44999  -0.007
H 1.85681 -1.51019 0.27921  0.062
O 1.53638 -1.67074 -0.87805  -0.230
H 1.80833 3.74149 0.73713  -0.014
H 3.13096 3.97257 1.44612  0.016
O 2.68580 3.49792 0.81475  0.027
H 2.84348 -1.55546 1.36200  -0.121
H 0.74367 -1.69085 2.57481  -0.001
O 2.10083 -1.20731 1.58803  -0.223
H -0.79524 4.55403 1.21709  0.079
H -0.71060 3.23013 0.68950  -0.085
O -0.25282 3.72732 1.29052  -0.038
H 2.98262 1.79756 0.48566  0.023
H 2.63426 0.28564 0.71035  -0.145
O 2.70805 0.92442 0.19334  0.021
H 2.31478 1.45790 -2.32871  0.039
H 1.50776 0.82094 -1.14951  0.082
O 1.42367 1.11878 -2.18211  -0.130
H -0.56477 2.61670 -2.88827  0.082
H 0.63147 3.00709 -2.36846  -0.038
O -0.15747 3.46040 -2.52315  -0.060

The records above give, respectively, ΔE to the lowest compared entry with this formula, charge and spin values of 0.0; 0.0; 115.2; 65.2; 92.1 kcal/mol.